1.
Entry from the OMol25 dataset: a structure of composition C5H8N5 (wB97M-V/def2-TZVPD).

- M (g/mol) = 138.15
- E (eV) = -12755.0757
- LUMO (eV) = -4.13
- energy above the lowest of the compared OMol25 structures with the same formula, charge and spin (kJ/mol) = 251.0

```
! wB97M-V def2-TZVPD RIJCOSX def2/J DEFGRID3
* xyz 1 1
C 0.82939 0.55858 1.36248
C -2.47336 1.14497 2.02418
C -0.45567 0.80872 1.40616
C -1.32499 0.74907 0.18395
C 0.41650 0.63708 -1.36604
N -1.27931 1.08886 2.48704
N -0.98637 0.60928 -1.02581
N -2.58752 0.90816 0.67889
N 1.37840 0.09723 -0.44713
N 1.37718 -1.35263 -0.42485
H 1.70671 0.54150 1.96369
H -3.33504 1.34288 2.63415
H 0.51843 0.13622 -2.33887
H 0.70043 1.69040 -1.49910
H -3.41447 0.99555 0.11402
H 1.89917 -1.65318 0.41494
H 1.89416 -1.68870 -1.26025
H 0.43400 -1.78904 -0.42285
*
```

***

2.
Entry from the OMol25 dataset: a cluster of 2 separate species, C5H8N2O2S in total (wB97M-V/def2-TZVPD).

- M (g/mol) = 160.20
- E (eV) = -23217.9675
- LUMO (spin up / spin down) (eV) = -2.01 / -2.03
- energy above the lowest of the compared OMol25 structures with the same formula, charge and spin (kJ/mol) = 784.5

```
! wB97M-V def2-TZVPD RIJCOSX def2/J DEFGRID3
* xyz 0 1
C 2.56983 -0.64535 0.66135
C 1.29737 -1.04365 0.90086
C 1.43752 0.04881 -1.02749
C -1.16335 1.69624 -0.33572
C -1.73615 0.47159 0.42363
N 2.63563 0.02559 -0.55280
N 0.56482 -0.67596 -0.23609
O -1.24231 -1.00068 -1.80202
O -1.49107 -2.85813 1.04021
S -1.04589 -1.01775 -0.38620
H 3.38250 -0.78220 1.31659
H 0.94113 -1.60558 1.72068
H 1.22657 0.52941 -1.98045
H -1.59893 1.96871 -1.34353
H -1.40102 2.66848 0.20492
H -0.18310 1.72885 -0.56103
H -2.73021 0.26447 0.48101
H -1.46333 0.22715 1.47610
*
```

***

3.
Entry from the OMol25 dataset: a structure of composition C3HCrO (wB97M-V/def2-TZVPD).

- M (g/mol) = 105.04
- E (eV) = -33569.8646
- LUMO (spin up / spin down) (eV) = -13.02 / -11.26
- ⟨S²⟩ = 8.8007

```
! wB97M-V def2-TZVPD RIJCOSX def2/J DEFGRID3
* xyz 2 6
O 1.29365 -0.06462 0.02006
C 0.10815 0.17390 -0.08960
C -1.02837 0.92196 0.19082
C -1.38346 -0.32548 -0.01448
H -2.02786 -1.19902 -0.08568
Cr 3.03789 0.49326 -0.02113
*
```

***

4.
Entry from the OMol25 dataset: a cluster of 4 separate species, C13H26IN3O6 in total (wB97M-V/def2-TZVPD).

- SMILES = COC(=O)CC(=O)I.CNC(C)=O.CNC(C)=O.CNC(C)=O
- M (g/mol) = 447.27
- E (eV) = -38759.1662
- LUMO (eV) = 0.43

```
! wB97M-V def2-TZVPD RIJCOSX def2/J DEFGRID3
* xyz 0 1
C -2.12366 -3.53291 -2.03247
O -2.56546 -2.62555 -3.05384
C -3.10551 -1.50108 -2.55389
O -2.64178 -0.42233 -2.83027
C -4.28285 -1.59276 -1.60157
C -5.21851 -2.78956 -1.72956
O -5.82746 -3.17083 -0.77539
I -5.51886 -3.83048 -3.59064
H -1.05978 -3.39925 -1.89159
H -2.34100 -4.54806 -2.34002
H -2.60399 -3.37738 -1.07763
H -3.85961 -1.64176 -0.60214
H -4.83034 -0.66354 -1.66093
C -0.12128 -0.45657 -0.13928
C -0.42334 -1.64245 0.74424
O -1.40993 -2.35439 0.56608
N 0.43567 -1.90459 1.75203
C 1.65166 -1.18281 2.11949
H -0.89442 -0.37551 -0.89798
H -0.10923 0.46327 0.44576
H 0.84136 -0.58501 -0.63501
H 0.17325 -2.70801 2.30049
H 2.50166 -1.85917 2.06748
H 1.55397 -0.81986 3.13894
H 1.82643 -0.34343 1.46094
C 5.45667 1.42806 4.16586
C 4.44462 0.31844 4.01889
O 3.82693 0.13826 2.98051
N 4.23674 -0.48802 5.09343
C 4.86915 -0.42894 6.39909
H 5.50739 1.97716 3.23126
H 5.16008 2.11514 4.95911
H 6.44371 1.01972 4.38557
H 3.55166 -1.20776 4.93002
H 5.38517 -1.36958 6.59757
H 4.10808 -0.28245 7.16704
H 5.58436 0.38389 6.45177
C -1.38222 5.12393 -4.12301
C -0.71585 4.00039 -3.36426
O 0.23942 4.19603 -2.62829
N -1.21861 2.75099 -3.52773
C -2.33688 2.32312 -4.34842
H -0.87014 6.05190 -3.88906
H -1.31903 4.95083 -5.19784
H -2.42816 5.21763 -3.82887
H -0.73047 2.04836 -2.99532
H -3.08323 1.85380 -3.71022
H -1.98848 1.58662 -5.07338
H -2.78788 3.15654 -4.87692
*
```